Record 1
Here is a cluster of 9 separate species, C36H72O25 in total in a non-equilibrium geometry from the Open Molecules 2025 dataset. Energies are from ωB97M-V/def2-TZVPD.

The multiplicity is 1. For the LUMO energy, the calculation gives 0.2 eV. As for the SMILES: CCOC(=O)OC.CCOC(=O)OC.CCOC(=O)OC.CCOC(=O)OC.CCOC(=O)OC.CCOC(=O)OC.CCOC(=O)OC.CCOC(=O)OC.C1CCOC1.

The geometry in XYZ format:
```
133
Properties=species:S:1:pos:R:3:lowdin_charge:R:1
C 11.77 -2.12 -4.55 -0.059
C 10.24 -2.18 -4.64 -0.186
O 9.74 -1.12 -3.78 0.027
C 9.13 -0.11 -4.39 -0.584
O 9.06 0.12 -5.57 0.126
O 8.48 0.58 -3.43 -0.022
C 7.81 1.79 -3.64 -0.058
H 12.25 -2.85 -5.21 0.076
H 12.05 -2.30 -3.52 0.076
H 12.15 -1.13 -4.80 0.078
H 9.94 -3.07 -4.09 0.115
H 9.76 -2.28 -5.62 0.124
H 8.40 2.46 -4.27 0.100
H 7.61 2.21 -2.66 0.092
H 6.81 1.61 -4.04 0.095
C -8.59 6.51 -2.04 -0.053
C -8.35 6.45 -3.57 -0.250
O -7.50 5.43 -3.85 0.003
C -7.96 4.14 -3.96 -0.547
O -9.04 3.69 -3.67 0.138
O -6.85 3.45 -4.27 -0.002
C -7.04 2.00 -4.48 -0.020
H -8.91 5.57 -1.60 0.073
H -9.43 7.19 -1.86 0.071
H -7.74 6.90 -1.48 0.071
H -7.87 7.36 -3.95 0.130
H -9.30 6.21 -4.03 0.122
H -6.12 1.52 -4.82 0.086
H -7.70 1.82 -5.33 0.088
H -7.43 1.39 -3.66 0.091
C -4.68 2.99 1.78 -0.059
C -4.08 4.36 1.38 -0.210
O -2.88 4.57 2.13 0.000
C -2.81 5.51 3.14 -0.542
O -3.70 6.27 3.55 0.083
O -1.63 5.42 3.70 0.004
C -1.45 6.09 4.97 -0.019
H -5.03 3.02 2.81 0.071
H -3.96 2.17 1.81 0.077
H -5.59 2.77 1.23 0.075
H -4.70 5.25 1.43 0.122
H -3.73 4.28 0.36 0.115
H -2.00 5.66 5.81 0.098
H -1.62 7.17 5.00 0.094
H -0.39 5.89 5.13 0.093
C 1.92 0.90 11.04 -0.055
C 0.57 0.24 10.86 -0.252
O 0.30 -0.30 9.59 0.012
C -0.17 0.42 8.53 -0.469
O -0.50 1.61 8.55 0.099
O -0.17 -0.41 7.40 -0.036
C -0.87 0.02 6.24 -0.063
H 2.04 1.12 12.10 0.082
H 1.95 1.81 10.44 0.077
H 2.67 0.21 10.65 0.082
H -0.29 0.83 11.20 0.125
H 0.51 -0.60 11.55 0.120
H -1.94 0.15 6.41 0.096
H -0.73 -0.74 5.47 0.092
H -0.45 0.95 5.86 0.091
C -0.59 -4.01 -9.45 -0.046
C -1.59 -4.12 -8.26 -0.227
O -2.41 -5.26 -8.35 0.029
C -3.30 -5.51 -7.39 -0.675
O -3.38 -4.90 -6.33 0.108
O -3.97 -6.50 -7.73 0.055
C -4.96 -7.15 -6.82 0.027
H -1.10 -4.08 -10.42 0.072
H 0.16 -4.80 -9.39 0.071
H -0.10 -3.04 -9.44 0.072
H -2.21 -3.24 -8.10 0.122
H -1.09 -4.18 -7.29 0.118
H -5.89 -6.59 -6.78 0.092
H -4.57 -7.29 -5.81 0.095
H -5.36 -8.13 -7.11 0.087
C 7.24 -4.81 1.65 -0.058
C 6.26 -3.62 1.78 -0.210
O 5.32 -3.81 2.82 0.044
C 5.62 -3.61 4.08 -0.604
O 6.71 -3.37 4.54 0.126
O 4.48 -3.77 4.79 -0.018
C 4.54 -3.70 6.21 -0.035
H 6.58 -5.62 1.33 0.076
H 7.80 -4.94 2.57 0.075
H 7.96 -4.71 0.84 0.074
H 5.81 -3.52 0.79 0.119
H 6.82 -2.70 1.92 0.121
H 3.52 -3.92 6.54 0.091
H 4.76 -2.67 6.48 0.100
H 5.16 -4.50 6.62 0.099
C 0.60 -8.30 1.84 -0.055
C 0.12 -8.07 3.34 -0.208
O -0.86 -9.06 3.70 0.016
C -1.25 -9.16 5.02 -0.544
O -0.66 -8.57 5.95 0.072
O -2.25 -9.98 5.16 0.027
C -2.85 -10.12 6.47 -0.022
H 1.35 -7.59 1.48 0.067
H -0.20 -8.03 1.14 0.063
H 0.92 -9.33 1.73 0.072
H -0.27 -7.06 3.46 0.116
H 1.03 -7.98 3.94 0.113
H -3.40 -11.06 6.51 0.089
H -3.64 -9.43 6.74 0.098
H -2.08 -10.22 7.24 0.096
C -0.12 7.54 -3.73 -0.056
C -0.71 8.49 -2.64 -0.180
O -1.73 9.39 -3.22 -0.012
C -2.48 10.26 -2.43 -0.449
O -3.25 11.12 -2.88 0.107
O -2.10 10.11 -1.09 -0.062
C -2.67 10.94 -0.15 -0.086
H 0.71 7.03 -3.24 0.070
H 0.24 7.95 -4.67 0.074
H -0.84 6.77 -4.00 0.069
H 0.06 9.19 -2.31 0.113
H -1.10 8.00 -1.75 0.116
H -2.32 10.62 0.83 0.096
H -3.76 10.90 -0.15 0.099
H -2.37 11.98 -0.29 0.099
C 0.51 -1.64 -2.33 -0.176
C -0.30 -0.53 -1.63 -0.185
C -0.19 0.74 -2.46 -0.186
O 1.12 0.50 -2.98 -0.173
C 1.71 -0.81 -2.69 -0.183
H 0.00 -2.14 -3.15 0.111
H 0.81 -2.53 -1.78 0.110
H -0.10 -0.41 -0.57 0.111
H -1.35 -0.82 -1.57 0.101
H -0.08 1.64 -1.86 0.117
H -0.94 0.81 -3.25 0.116
H 2.32 -0.73 -1.79 0.117
H 2.20 -1.23 -3.56 0.119
```



Record 2
Here is a structure of composition C25H38Cl3CoN4O4P2S in a non-equilibrium geometry from the Open Molecules 2025 dataset. Energies are from ωB97M-V/def2-TZVPD.

The multiplicity is 1. For the LUMO energy (alpha / beta), the calculation gives -7.7 / -8.4 eV. As for the net charge: +2.

The geometry in XYZ format:
```
78
Properties=species:S:1:pos:R:3:lowdin_charge:R:1
Co 0.52 0.18 -0.70 0.035
O 3.49 -0.99 -2.64 -0.269
Cl 2.91 -1.16 -1.37 0.656
O 3.64 -2.02 -0.55 -0.234
O 1.57 -1.66 -1.55 -0.392
O 2.76 0.12 -0.72 -0.393
C 2.03 2.61 1.23 -0.183
P 0.37 2.09 0.64 1.071
C -0.31 1.35 2.19 -0.380
N -1.05 2.06 2.97 0.118
C -1.58 1.60 4.11 -0.182
C -2.39 2.39 4.94 0.012
C -2.88 1.87 6.11 -0.031
C -2.59 0.54 6.48 -0.030
C -1.83 -0.27 5.68 0.014
C -1.30 0.24 4.48 -0.180
N -0.56 -0.48 3.64 0.131
C -0.05 -0.02 2.54 -0.367
P 0.93 -1.07 1.37 1.094
C 2.57 -0.87 2.17 -0.180
C 0.50 -2.88 1.75 -0.654
C -0.72 -3.23 0.89 -0.099
C 1.71 -3.72 1.31 -0.080
C 0.21 -3.15 3.22 -0.079
C -0.58 3.73 0.50 -0.668
C -2.06 3.42 0.31 -0.086
C -0.03 4.40 -0.76 -0.081
C -0.37 4.64 1.71 -0.064
H 2.04 2.74 2.31 0.079
H 2.26 3.55 0.74 0.054
H 2.76 1.87 0.91 0.025
H -2.60 3.41 4.65 0.120
H -3.49 2.48 6.76 0.120
H -2.99 0.16 7.40 0.120
H -1.62 -1.30 5.94 0.123
H 2.54 -1.29 3.17 0.073
H 2.86 0.17 2.21 0.041
H 3.31 -1.41 1.57 0.037
H -0.51 -3.03 -0.16 0.058
H -1.59 -2.66 1.20 0.077
H -0.95 -4.29 1.00 0.101
H 2.03 -3.46 0.30 0.055
H 1.43 -4.77 1.30 0.104
H 2.55 -3.60 1.99 0.092
H -0.73 -2.71 3.53 0.065
H 1.01 -2.79 3.87 0.083
H 0.13 -4.22 3.38 0.104
H -2.20 2.74 -0.53 0.017
H -2.59 4.34 0.09 0.103
H -2.49 2.98 1.20 0.076
H -0.12 3.75 -1.63 0.060
H 1.01 4.70 -0.65 0.081
H -0.61 5.31 -0.96 0.104
H -0.71 4.17 2.62 0.062
H -0.95 5.54 1.56 0.107
H 0.67 4.93 1.83 0.084
C 2.76 -2.62 -5.93 0.022
C 1.52 -1.90 -5.57 -0.216
C 0.29 -2.14 -6.14 0.077
C -0.83 -1.46 -5.65 -0.260
N -0.71 -0.60 -4.64 0.111
C 0.48 -0.32 -4.15 -0.686
S 0.70 0.96 -3.03 0.729
N 1.59 -0.96 -4.60 0.141
C -2.19 -1.68 -6.22 0.002
H 2.66 -3.16 -6.86 0.103
H 3.00 -3.33 -5.14 0.113
H 3.60 -1.92 -5.99 0.107
H 0.18 -2.85 -6.96 0.139
H 2.49 -0.80 -4.13 0.115
H -2.11 -1.85 -7.29 0.099
H -2.84 -0.83 -6.02 0.093
H -2.64 -2.57 -5.77 0.107
Cl -1.78 -0.30 -0.94 0.697
C -2.77 0.12 -2.36 -0.871
Cl -2.34 1.70 -3.02 0.584
H -3.81 0.15 -2.03 0.056
H -2.58 -0.63 -3.12 0.015
```



Record 3
Here is a cluster of 8 separate species, C44H48NO5PS in total from the Open Molecules 2025 dataset. Energies are from ωB97M-V/def2-TZVPD.

The multiplicity is 1. For the LUMO energy, the calculation gives 0.3 eV.

The geometry in XYZ format:
```
100
Properties=species:S:1:pos:R:3:lowdin_charge:R:1
N -3.25 -0.25 0.19 0.116
C -2.04 -0.46 -0.14 -0.239
C -1.01 -0.94 0.84 -0.219
O 0.36 -0.75 0.43 -0.347
S 0.75 0.81 0.19 0.900
O 1.81 0.74 -0.79 -0.377
O 1.60 1.09 1.60 -0.532
P 1.02 1.90 2.92 0.755
O -0.05 0.81 3.53 -0.269
O -0.08 2.84 2.17 -0.259
H -3.40 -0.42 1.19 0.055
H -1.78 -0.32 -1.19 0.092
H -1.11 -2.03 0.96 0.138
H -1.20 -0.49 1.81 0.100
H 0.41 0.22 4.14 0.038
H -0.40 3.51 2.78 0.056
C 1.47 -3.73 4.32 -0.093
C 1.35 -2.70 3.39 -0.092
C 2.08 -2.73 2.21 -0.077
C 2.92 -3.80 1.95 -0.092
C 3.04 -4.83 2.87 -0.104
C 2.32 -4.80 4.06 -0.093
H 0.91 -3.70 5.24 0.100
H 0.68 -1.87 3.59 0.078
H 1.98 -1.93 1.49 0.082
H 3.48 -3.84 1.02 0.107
H 3.71 -5.67 2.67 0.104
H 2.42 -5.60 4.77 0.101
C 4.38 2.92 -0.72 -0.091
C 4.81 1.81 -1.42 -0.090
C 5.96 1.88 -2.20 -0.095
C 6.67 3.07 -2.28 -0.103
C 6.24 4.19 -1.58 -0.104
C 5.09 4.11 -0.80 -0.097
H 3.49 2.86 -0.11 0.084
H 4.25 0.88 -1.35 0.086
H 6.29 1.01 -2.75 0.098
H 7.56 3.13 -2.89 0.097
H 6.80 5.11 -1.64 0.097
H 4.75 4.99 -0.25 0.098
C -0.13 2.16 7.06 -0.097
C -0.35 3.21 6.17 -0.109
C -1.35 4.14 6.42 -0.093
C -2.13 4.02 7.56 -0.093
C -1.92 2.97 8.45 -0.093
C -0.91 2.05 8.20 -0.092
H 0.66 1.45 6.87 0.100
H 0.27 3.29 5.29 0.056
H -1.52 4.95 5.73 0.100
H -2.91 4.74 7.75 0.102
H -2.53 2.88 9.33 0.102
H -0.74 1.23 8.89 0.102
C 8.95 -5.48 2.97 -0.099
C 8.65 -4.68 1.88 -0.098
C 7.44 -3.99 1.83 -0.092
C 6.54 -4.11 2.88 -0.099
C 6.85 -4.91 3.97 -0.096
C 8.05 -5.60 4.02 -0.099
H 9.90 -6.01 3.00 0.099
H 9.35 -4.58 1.06 0.100
H 7.20 -3.37 0.98 0.101
H 5.60 -3.58 2.85 0.085
H 6.14 -5.00 4.79 0.099
H 8.29 -6.23 4.87 0.099
C -3.23 2.27 -5.57 -0.090
C -1.89 2.30 -5.92 -0.091
C -0.91 2.00 -4.98 -0.090
C -1.29 1.68 -3.68 -0.104
C -2.63 1.65 -3.33 -0.099
C -3.60 1.94 -4.27 -0.095
H -3.99 2.50 -6.30 0.098
H -1.60 2.55 -6.94 0.100
H 0.13 2.02 -5.25 0.103
H -0.53 1.43 -2.95 0.092
H -2.92 1.38 -2.32 0.089
H -4.64 1.92 -4.00 0.083
C -7.61 2.29 -4.12 -0.100
C -7.18 1.79 -5.34 -0.110
C -7.61 2.36 -6.53 -0.095
C -8.47 3.45 -6.50 -0.097
C -8.91 3.96 -5.28 -0.097
C -8.48 3.38 -4.09 -0.094
H -7.28 1.84 -3.20 0.102
H -6.51 0.94 -5.37 0.094
H -7.28 1.97 -7.48 0.101
H -8.81 3.91 -7.42 0.100
H -9.58 4.81 -5.25 0.100
H -8.82 3.77 -3.14 0.100
C -2.04 -2.92 -3.16 -0.100
C -2.48 -1.83 -3.91 -0.093
C -3.78 -1.81 -4.41 -0.087
C -4.64 -2.87 -4.15 -0.093
C -4.20 -3.95 -3.40 -0.098
C -2.91 -3.98 -2.91 -0.099
H -1.03 -2.94 -2.78 0.100
H -1.82 -1.01 -4.11 0.089
H -4.12 -0.96 -4.99 0.092
H -5.65 -2.85 -4.53 0.099
H -4.87 -4.78 -3.19 0.099
H -2.56 -4.82 -2.32 0.098
```



What are the E values for these records? In order: -89682.975 -145277.547 -78258.439 eV.